Formula: C29H73N3O10S2
Source: the Open Molecules 2025 dataset
Level of theory: the ωB97M-V functional and the def2-TZVPD basis

As for the structure (SMILES): O=S1(=O)CCCC1.O=S1(=O)CCCC1.COC[C@H](C)N.COC[C@H](C)N.COC[C@H](C)N.CC(C)O.CC(C)O.CC(C)O. The HOMO energy comes out at -8.9 eV. The energy above the lowest of the compared OMol25 structures with the same formula, charge and spin is 0.0000 eV. For the energy, the calculation gives -77869.852 eV. The largest force on an atom is 1.9 eV/Å.

Last column: Löwdin charge in e.
Positions of all 117 atoms, in Å:
O 2.92104 -0.01611 -0.67861  -0.33
S 1.66304 -0.55204 -1.18555  0.71
O 1.28114 -0.24414 -2.53680  -0.31
C 1.60210 -2.31513 -0.87089  -0.21
C 0.14024 -2.55499 -0.48824  -0.22
C -0.15288 -1.51775 0.57376  -0.21
C 0.22561 -0.15283 -0.04448  -0.16
H 2.18270 -2.51008 0.03492  0.09
H 2.08522 -2.88523 -1.66103  0.11
H -0.36470 -2.34457 -1.43931  0.09
H -0.16401 -3.54325 -0.14764  0.12
H 0.50100 -1.69379 1.42965  0.10
H -1.17713 -1.51142 0.94515  0.10
H 0.64080 0.53305 0.68948  0.08
H -0.59934 0.26592 -0.60984  0.06
O -0.64824 2.70067 1.35548  -0.34
S -1.76847 3.43582 0.80541  0.70
O -2.14760 3.21603 -0.57649  -0.34
C -3.30890 3.26061 1.79953  -0.21
C -3.44809 4.57140 2.54920  -0.22
C -2.99661 5.64090 1.55395  -0.23
C -1.59691 5.23519 1.11312  -0.22
H -3.24744 2.26532 2.23959  0.10
H -4.11089 3.16594 1.06437  0.10
H -4.46965 4.72702 2.89246  0.12
H -2.79862 4.61032 3.42653  0.12
H -2.96906 6.63132 2.01035  0.12
H -3.69647 5.73117 0.72042  0.12
H -0.88414 5.42907 1.91677  0.10
H -1.12270 5.73981 0.27328  0.11
C 2.20158 3.31961 -3.31130  -0.10
O 2.74474 3.45089 -2.01456  -0.20
C 1.87457 4.04902 -1.08187  -0.21
C 2.67871 4.34183 0.18738  -0.39
C 3.44326 3.12844 0.74821  -0.05
N 1.69380 4.76527 1.21000  0.04
H 2.68334 2.54097 -3.89388  0.09
H 2.34048 4.27534 -3.82923  0.09
H 1.12803 3.12189 -3.23406  0.08
H 1.55184 5.01749 -1.49278  0.13
H 0.98939 3.40688 -0.97537  0.12
H 3.42794 5.10310 -0.04240  0.14
H 2.77348 2.26992 0.82574  0.06
H 3.90239 3.37370 1.70620  0.08
H 4.27866 2.82207 0.11149  0.06
H 2.14046 4.87122 2.10897  0.07
H 1.09717 3.94173 1.19692  0.02
C -4.92847 -2.01831 -1.88563  -0.12
O -4.29018 -1.08808 -1.03440  -0.19
C -3.02647 -0.64433 -1.53105  -0.20
C -3.15904 0.28251 -2.74907  -0.40
C -1.77476 0.57129 -3.35775  -0.04
N -3.78366 1.53634 -2.30498  0.05
H -5.26874 -1.61863 -2.84278  0.08
H -5.74091 -2.45244 -1.30667  0.08
H -4.25848 -2.84304 -2.16307  0.08
H -2.62270 -0.15244 -0.64164  0.11
H -2.36008 -1.50362 -1.69309  0.11
H -3.76655 -0.20932 -3.51045  0.12
H -1.08753 1.07075 -2.67517  0.06
H -1.82237 1.17583 -4.26228  0.09
H -1.37367 -0.40960 -3.61947  0.05
H -3.01936 2.06016 -1.87361  0.01
H -4.34916 1.28912 -1.49368  0.06
C -4.42541 -4.56459 1.08815  -0.12
O -4.32045 -4.21871 2.44110  -0.18
C -3.24605 -3.31825 2.69206  -0.23
C -3.23246 -2.97988 4.14496  -0.43
C -2.19025 -1.89769 4.48017  -0.06
N -2.88463 -4.14188 4.98907  0.03
H -5.01685 -5.48585 1.03929  0.09
H -3.50871 -4.92866 0.61165  0.09
H -4.96956 -3.84532 0.47748  0.07
H -2.32212 -3.81235 2.35720  0.12
H -3.33464 -2.42220 2.05956  0.12
H -4.20504 -2.61676 4.48575  0.14
H -1.98545 -1.91157 5.54831  0.07
H -2.48347 -0.89323 4.17301  0.07
H -1.23495 -2.15231 4.00737  0.07
H -3.53479 -4.87710 4.69673  0.07
H -1.98929 -4.51446 4.67163  0.07
C -1.62871 -2.44514 -6.50819  -0.06
C -1.96382 -3.51762 -5.46497  -0.46
C -0.92296 -3.49101 -4.35550  -0.06
O -3.23549 -3.16145 -4.86308  -0.08
H -0.83139 -2.75715 -7.18751  0.08
H -1.42351 -1.48024 -6.05012  0.07
H -2.46871 -2.30034 -7.19512  0.08
H -2.11119 -4.48773 -5.94001  0.13
H -1.34367 -4.00655 -3.48849  0.08
H -0.67477 -2.46716 -4.08355  0.06
H -0.02603 -4.05002 -4.62720  0.08
H -3.87973 -3.78273 -5.21002  0.08
C 7.07915 1.41310 1.11368  -0.05
C 6.08304 0.67247 0.28121  -0.51
C 6.74490 -0.39842 -0.59269  -0.04
O 5.04949 0.14759 1.09525  -0.08
H 7.40677 0.69524 1.87410  0.09
H 6.66485 2.31366 1.57756  0.08
H 7.93423 1.84694 0.59481  0.09
H 5.67470 1.38080 -0.45461  0.12
H 5.99962 -1.06615 -1.03877  0.07
H 7.38810 -1.06724 -0.01871  0.08
H 7.16493 0.12539 -1.45193  0.08
H 4.29809 -0.06539 0.50758  0.04
C 2.80026 -0.04273 3.51767  -0.05
C 3.80200 -1.15152 3.83742  -0.50
C 3.49539 -2.48435 3.10160  -0.04
O 5.13670 -0.73960 3.73671  -0.06
H 1.75422 -0.34841 3.57241  0.07
H 2.89163 0.36699 2.50718  0.05
H 2.98854 0.80275 4.18111  0.08
H 3.62604 -1.39147 4.89017  0.13
H 3.96855 -3.30475 3.63723  0.07
H 3.85949 -2.44619 2.07563  0.07
H 2.41070 -2.58879 3.17332  0.06
H 5.28399 -0.30587 2.86306  0.06